1.
Molecular formula: C16H11F2NO3
Method: DFT, ωB97M-V with the def2-TZVPD basis set

```
33
Properties=species:S:1:pos:R:3:forces:R:3:lowdin_charge:R:1
C 0.35145 -3.89318 -0.59223 0.1 -0.9 0.1 -0.040
C -0.48393 -2.63534 -0.57899 -1.1 2.0 -0.6 -0.350
O -1.59953 -2.48462 -1.03988 1.6 -0.4 1.0 0.113
N 0.35967 -1.59255 -0.01918 0.5 -1.7 -1.7 0.152
C 1.68546 -2.14182 -0.11599 2.0 0.9 -0.5 -0.445
O 2.73765 -1.50342 -0.13204 -2.2 -1.8 -0.4 0.078
O 1.70885 -3.49522 -0.30205 -1.5 1.0 0.3 0.063
H -0.01654 -4.63631 0.13725 0.2 0.5 -0.1 0.148
H 0.32813 -4.39853 -1.57366 0.0 0.5 0.3 0.150
F -0.62154 2.81956 3.73025 0.2 -0.8 -0.3 0.035
C 0.13008 1.82007 3.16687 -0.7 0.2 -0.7 -0.245
C 1.28496 1.43019 3.80751 0.4 0.2 0.7 -0.023
C 2.07917 0.47477 3.19345 -0.6 0.2 -0.5 -0.058
C 1.77899 0.09378 1.88960 1.7 -0.8 0.1 -0.048
C 0.64056 0.49082 1.21224 -1.0 0.4 0.3 -0.136
C 0.42536 -0.05685 -0.21671 -0.9 0.6 1.2 -0.083
C -0.57545 0.72690 -1.12806 -0.2 -0.5 -0.6 -0.121
C -0.79497 0.13185 -2.37147 -0.3 -0.3 -0.5 -0.057
C -1.67924 0.64749 -3.33567 0.5 0.0 1.1 -0.054
C -2.40378 1.80516 -3.06507 0.3 -0.2 0.0 -0.012
C -2.14098 2.44908 -1.86370 0.4 0.1 0.0 -0.242
F -2.83285 3.60822 -1.61529 0.8 -0.8 0.0 0.037
C -1.17371 1.99899 -0.94316 -0.2 0.4 0.6 0.039
C -0.29430 1.27725 1.93310 0.7 0.2 0.2 0.047
H 1.61163 1.88388 4.75239 -0.5 -0.2 -0.4 0.126
H 2.92223 0.02835 3.70207 0.2 0.3 -0.1 0.109
H 2.52847 -0.54616 1.37770 -0.9 0.9 0.8 0.100
H 1.33940 -0.06486 -0.76949 0.8 0.8 0.0 0.130
H -0.23103 -0.77971 -2.60384 -0.4 0.3 0.0 0.117
H -1.79103 0.11610 -4.26419 -0.1 0.0 -0.2 0.104
H -3.08609 2.21505 -3.80824 0.0 0.0 0.4 0.121
H -0.89088 2.70595 -0.13053 -0.5 -0.9 -0.6 0.129
H -1.29622 1.50512 1.56700 0.5 0.1 0.1 0.117
```
Positions in Å, forces in eV/Å.

Results
Electronic energy (eV): -29837.037
LUMO energy (hartree): 0.017
Kohn-Sham gap (eV): 9.740


2.
Molecular formula: C16H11F3InO6PSe2
Method: DFT, ωB97M-V with the def2-TZVPD basis set

```
40
Properties=species:S:1:pos:R:3:forces:R:3:lowdin_charge:R:1
In -1.60764 0.03032 1.71317 -1.8 -3.2 -2.0 0.008
Se 0.88848 -0.22345 1.12141 2.7 -0.6 1.9 0.543
P 0.40762 0.07183 -0.83899 -2.2 0.5 -1.3 0.201
Se -1.81805 0.34513 -0.78780 1.5 0.2 -3.1 0.437
C 0.87844 -1.46251 -1.74580 0.2 0.3 -0.9 -0.366
C -0.09276 -2.20414 -2.43600 0.5 -0.2 -0.1 -0.097
C 0.26648 -3.36618 -3.12596 0.5 0.2 0.3 -0.090
C 1.59595 -3.79577 -3.12999 -0.2 0.4 0.2 -0.109
C 2.56747 -3.06363 -2.44285 -0.5 0.2 0.1 -0.097
C 2.21095 -1.90105 -1.75270 -0.3 -0.4 -0.4 -0.102
C 1.26419 1.61310 -1.37655 0.2 -0.1 -0.9 -0.368
C 2.66273 1.70307 -1.31973 -0.2 0.6 -0.3 -0.103
C 3.31179 2.87195 -1.72967 -0.6 -0.1 0.0 -0.097
C 2.56801 3.95798 -2.19824 -0.3 -0.4 0.1 -0.108
C 1.17471 3.87615 -2.25593 0.4 -0.4 0.3 -0.087
C 0.52313 2.70845 -1.84598 0.6 0.1 -0.1 -0.096
H -1.12603 -1.88794 -2.44595 0.0 0.2 0.2 0.056
H -0.48624 -3.93379 -3.65773 0.0 0.0 0.0 0.093
H 1.87286 -4.69555 -3.66395 0.0 0.0 0.0 0.087
H 3.59702 -3.39766 -2.44391 0.0 0.0 0.0 0.091
H 2.97449 -1.35205 -1.22249 0.0 0.1 0.1 0.082
H 3.25402 0.87689 -0.95470 0.0 -0.1 0.1 0.082
H 4.39104 2.93616 -1.68262 0.0 0.0 0.0 0.090
H 3.07116 4.86234 -2.51531 0.0 0.0 0.0 0.088
H 0.59844 4.71780 -2.61833 0.0 0.0 0.0 0.095
H -0.55515 2.66467 -1.89927 -0.1 -0.2 0.1 0.056
O -1.20682 2.97647 4.39096 -0.3 -2.8 -2.5 -0.024
C -1.47573 2.11960 3.47672 0.8 3.0 3.1 -0.505
O -0.83265 1.04823 3.20426 1.0 2.1 2.4 -0.129
C -2.70462 2.38011 2.58936 -2.4 3.5 0.6 -0.519
O -3.39005 3.43930 2.81448 1.6 -3.0 -1.0 -0.031
O -2.92144 1.49104 1.69597 -2.0 3.4 0.5 -0.187
F -3.50766 -1.62346 5.34848 0.0 -0.3 -0.6 0.113
C -3.28056 -1.94963 4.04490 -0.2 0.5 -0.4 -0.501
F -3.75297 -0.92344 3.28400 -0.2 -1.0 2.2 0.037
F -4.03871 -3.04567 3.75999 0.3 0.6 0.3 0.107
C -1.76286 -2.23452 3.79268 2.2 -1.6 0.7 -0.489
O -1.24391 -3.18307 4.46843 -1.7 2.3 -1.5 -0.013
O -1.16938 -1.50054 2.93721 0.1 -3.2 3.1 -0.150
H -3.10576 -0.94657 1.44842 0.3 -0.4 -1.3 -0.001
```
Positions in Å, forces in eV/Å.

Results
Total charge: -2
Electronic energy (eV): -182365.265
LUMO energy (hartree): 0.154
Kohn-Sham gap (eV): 5.236


3.
Molecular formula: C16H11F4O6S
Method: DFT, ωB97M-V with the def2-TZVPD basis set

```
38
Properties=species:S:1:pos:R:3:forces:R:3:lowdin_charge:R:1
F 2.19516 0.66115 -2.56572 -0.2 0.4 -0.3 0.098
C 2.16279 0.01175 -1.39867 -0.4 -1.2 1.2 -0.161
C 2.71871 0.53906 -0.26359 0.2 -0.8 0.6 -0.146
F 3.27693 1.77380 -0.23916 0.0 -0.3 -0.3 0.059
C 2.68654 -0.17120 1.01712 -1.7 0.5 0.1 -0.349
O 2.93684 0.40906 2.09016 0.8 -0.3 0.0 -0.025
C 2.06200 -1.49463 0.99820 0.8 0.7 -0.5 -0.166
F 1.97205 -2.13405 2.18570 0.0 -0.3 -0.2 0.059
C 1.52909 -2.01413 -0.14821 0.5 1.4 -0.6 -0.179
F 0.94017 -3.22319 -0.17076 -0.5 -0.2 0.2 0.079
C 1.45857 -1.23771 -1.34796 3.9 0.8 3.1 -0.303
O 0.67415 -1.59429 -2.30624 -3.3 -0.2 -1.1 0.022
C -0.65678 -1.66902 -6.70913 -0.1 -0.1 -0.1 -0.071
C -1.05373 -0.64273 -5.68716 0.5 -0.2 0.4 -0.225
O -0.89111 -1.25688 -4.40204 -0.4 0.0 0.3 -0.004
C -0.87699 -0.36501 -3.38797 0.1 -1.4 0.1 -0.512
C -0.80085 -1.09501 -2.07435 -0.7 -2.0 -2.6 -0.137
S -1.49086 -0.09806 -0.72777 0.0 -0.6 2.6 0.769
C -2.75563 -1.18763 -0.06937 -0.3 -0.8 0.0 -0.274
C -4.09257 -1.03818 -0.44732 -0.1 -0.2 -0.1 -0.060
C -5.07588 -1.86865 0.09560 0.0 -0.2 0.2 -0.085
C -4.73013 -2.87536 1.00814 0.2 0.3 0.0 -0.089
C -3.38515 -3.04042 1.35630 -0.1 0.0 0.0 -0.073
C -2.40521 -2.19777 0.82182 0.0 -0.3 -0.1 -0.045
O -0.46276 -0.00642 0.28994 -0.9 0.3 -1.0 -0.246
O -2.29732 1.02803 -1.10913 0.8 0.2 -0.8 -0.278
O -0.78781 0.80406 -3.53423 -0.1 1.6 -0.1 0.147
H -0.76628 -1.23589 -7.70238 -0.1 -0.1 -0.1 0.073
H 0.38746 -1.98176 -6.58807 -0.3 0.1 0.1 0.087
H -1.31881 -2.53255 -6.60608 0.2 -0.1 -0.2 0.078
H -0.42004 0.24015 -5.71029 -0.1 0.1 -0.2 0.123
H -2.10406 -0.36675 -5.73234 -0.1 0.3 -0.4 0.128
H -1.38839 -2.07673 -2.13060 0.7 1.5 0.4 0.170
H -4.36165 -0.30519 -1.20226 0.1 0.0 0.3 0.110
H -6.12281 -1.73931 -0.19731 0.4 0.0 0.1 0.102
H -5.49842 -3.52196 1.45357 0.4 0.3 -0.3 0.102
H -3.09434 -3.84089 2.04369 -0.1 0.3 -0.2 0.107
H -1.35708 -2.36434 1.05511 -0.1 0.1 0.1 0.115
```
Positions in Å, forces in eV/Å.

Results
Total charge: -1
Electronic energy (eV): -50758.298
LUMO energy (hartree): 0.092
Kohn-Sham gap (eV): 5.657


4.
Molecular formula: C16H11N6O11SSm
Method: DFT, ωB97M-V with the def2-TZVPD basis set

```
46
Properties=species:S:1:pos:R:3:forces:R:3:lowdin_charge:R:1
Sm -0.04769 0.54956 0.72333 -2.3 0.2 -3.5 1.639
O 0.47571 1.11306 2.74893 0.3 0.4 1.5 -0.042
C 1.31451 0.20336 2.53823 2.2 -0.8 2.1 -0.646
O 0.94461 -0.90554 2.05103 0.6 -0.5 0.9 -0.069
C 2.76901 0.54516 2.37953 -0.2 0.3 -0.6 -0.050
C 3.81851 0.26516 3.20253 0.3 0.0 0.1 0.081
C 5.12351 0.51126 2.74663 -1.1 0.3 -0.7 -0.139
C 5.34631 1.01266 1.47833 0.2 -0.1 0.1 0.098
C 4.27701 1.32626 0.64873 -0.6 -0.5 1.0 -0.050
C 2.93191 1.11316 1.06163 1.5 0.0 0.4 -0.263
O 1.91001 1.36056 0.32303 0.3 0.3 0.1 -0.205
N 4.56331 1.81416 -0.67067 0.1 0.2 -0.6 -0.353
O 3.64051 2.02666 -1.43007 0.0 0.1 -0.1 0.093
O 5.73131 1.97426 -0.96027 0.5 0.1 -0.1 0.075
N 6.23021 0.20416 3.60633 0.4 0.0 0.1 -0.371
O 5.97991 -0.07174 4.76153 0.0 -0.1 0.4 0.077
O 7.34501 0.23856 3.13103 0.3 0.0 -0.1 0.086
H 3.67991 -0.15004 4.19033 0.0 0.0 0.0 0.137
H 6.36051 1.14506 1.12313 -0.1 0.1 0.0 0.135
O -5.80159 -0.91494 -0.49287 -0.3 0.4 0.0 0.132
C -5.09119 -2.01924 -0.49057 0.6 -0.2 0.1 -0.522
O -5.50829 -3.07494 -0.89767 -0.1 0.0 -0.1 0.101
C -3.69179 -1.94204 0.03803 0.1 0.1 0.2 -0.056
C -2.89629 -3.05634 0.27743 -0.4 0.4 -0.1 0.014
N -1.71579 -2.61424 0.72723 0.0 0.2 0.1 0.053
N -1.67939 -1.28114 0.79033 -0.7 0.1 0.0 -0.047
C -2.87129 -0.84014 0.37693 0.1 -0.4 0.1 -0.136
C -3.08699 0.66536 0.25763 -0.6 -0.7 -0.2 -0.555
O -4.22539 1.09276 0.10923 0.0 0.0 0.0 0.082
O -2.02069 1.35616 0.26343 -0.7 0.7 0.0 -0.172
H -5.31209 -0.10044 -0.16937 0.1 -0.3 -0.1 0.077
H -3.12759 -4.09534 0.14393 0.0 -0.2 0.0 0.143
H -0.90599 -3.15294 1.01723 -0.2 0.2 -0.1 0.181
C -0.96779 2.04376 -2.50767 0.5 0.6 0.2 -0.016
N -1.70559 0.81456 -2.66907 0.0 -0.9 0.1 -0.112
C -2.97269 0.72166 -3.19507 -0.5 -0.3 -0.2 -0.028
C -3.30749 -0.58764 -3.25037 -0.2 0.4 -0.1 -0.048
N -2.24209 -1.29084 -2.74937 0.3 0.5 0.0 0.092
C -1.26829 -0.43044 -2.37017 0.5 -0.3 -0.1 -0.759
S 0.22301 -0.88624 -1.68927 0.3 -0.2 -0.6 0.634
H -1.52689 2.74136 -1.87687 0.1 -0.2 0.0 0.102
H -0.80769 2.50726 -3.48557 0.0 -0.1 0.1 0.110
H 0.01791 1.84026 -2.05487 -0.4 0.0 -0.3 0.069
H -3.54069 1.58856 -3.46467 -0.1 0.1 0.0 0.136
H -4.20879 -1.06554 -3.57397 -0.2 -0.1 -0.1 0.130
H -2.15249 -2.29504 -2.71717 0.1 0.2 0.2 0.163
```
Positions in Å, forces in eV/Å.

Results
Electronic energy (eV): -76971.858
LUMO energy (spin up / spin down) (hartree): -0.015 / -0.014
Spin multiplicity: 6
Kohn-Sham gap (spin up / spin down) (eV): 8.781 / 8.838